Record 1
DFT (ωB97M-V/def2-TZVPD) results for a structure of composition C23H49ErN3OP4 at a distorted geometry.

Positions of all 81 atoms, in Å:
Er  -0.015  -0.234  -0.494
P  0.827  -2.537  -1.458
P  2.676  0.071  0.502
P  -2.779  0.418  -0.890
H  2.292  3.710  -0.627
C  1.245  3.987  -0.482
C  0.652  3.983  0.722
H  1.224  3.835  1.645
C  1.941  -2.337  -2.929
C  1.693  -3.641  -0.314
C  -0.708  -3.363  -2.013
C  3.347  1.577  1.311
C  3.156  -1.111  1.839
C  4.055  -0.209  -0.684
C  -3.451  1.957  -0.121
C  -3.921  -0.898  -0.275
C  -3.432  0.689  -2.588
H  0.669  4.194  -1.383
H  -0.430  4.165  0.809
H  1.354  -2.379  -3.853
H  2.672  -3.146  -2.874
H  2.515  -1.396  -2.905
H  1.558  -4.678  -0.663
H  1.230  -3.508  0.687
H  2.763  -3.365  -0.290
H  -0.457  -4.353  -2.424
H  -1.238  -2.764  -2.778
H  -1.389  -3.483  -1.147
H  4.441  1.569  1.206
H  3.098  1.576  2.378
H  2.933  2.477  0.846
H  4.252  -1.159  1.881
H  2.754  -2.113  1.649
H  2.788  -0.750  2.808
H  5.004  -0.066  -0.148
H  3.982  0.537  -1.487
H  4.016  -1.219  -1.111
H  -4.251  2.401  -0.731
H  -2.639  2.693  -0.057
H  -3.837  1.793  0.892
H  -4.807  -0.995  -0.919
H  -4.256  -0.707  0.754
H  -3.392  -1.864  -0.283
H  -4.501  0.936  -2.563
H  -3.289  -0.214  -3.189
H  -2.885  1.507  -3.069
C  0.400  0.792  -3.819
C  0.990  0.175  -4.929
C  0.650  0.722  -6.181
C  -0.239  1.808  -6.257
C  -0.799  2.392  -5.098
C  -0.396  1.921  -3.840
O  0.379  0.226  -2.521
H  0.816  -0.734  -2.511
H  1.728  -0.613  -4.807
H  1.098  0.338  -7.095
H  -0.505  2.257  -7.225
H  -1.570  3.174  -5.084
H  -0.769  2.215  -2.847
C  0.228  -0.769  5.128
N  0.003  0.622  4.777
C  -1.458  0.948  4.956
N  -2.326  0.049  4.187
C  -2.017  -1.368  4.524
N  -0.615  -1.722  4.323
C  -0.228  -1.734  2.925
P  -0.494  -0.018  2.153
C  0.467  0.962  3.433
C  -2.238  0.270  2.752
H  -0.060  -0.926  6.182
H  1.286  -1.025  4.975
H  -1.620  1.981  4.606
H  -1.689  0.821  6.029
H  -2.628  -2.031  3.897
H  -2.241  -1.512  5.592
H  0.835  -2.013  2.822
H  -0.849  -2.455  2.370
H  0.334  2.045  3.251
H  1.541  0.727  3.373
H  -2.929  -0.416  2.231
H  -2.545  1.305  2.549

## Properties
- Charge: +3
- HOMO-LUMO gap (spin up / spin down): 6.6835 / 6.8277 eV
- Spin multiplicity: 4

=====

Record 2
DFT (ωB97M-V/def2-TZVPD) results for a cluster of 2 separate species, C3H8N2OS in total at a distorted geometry.

Positions of all 15 atoms, in Å:
C  -0.069  1.336  1.009
C  0.711  1.591  -0.295
C  -0.303  -0.854  -0.055
N  -0.730  0.039  0.843
N  -0.459  -2.258  0.159
O  1.841  -0.598  -1.855
S  1.445  -0.247  -0.496
H  0.779  1.250  1.754
H  -0.860  2.062  1.164
H  0.190  1.744  -1.212
H  1.580  2.129  -0.270
H  -1.336  -0.720  -1.668
H  -1.530  -0.172  1.425
H  -1.378  -2.581  0.041
H  0.119  -2.721  -0.543

## Properties
- HOMO-LUMO gap: 8.2123 eV

=====

Record 3
DFT (ωB97M-V/def2-TZVPD) results for a structure of composition C4H5N3O at a distorted geometry.

Positions of all 13 atoms, in Å:
C  -1.143  -0.258  -0.023
C  0.864  0.559  0.047
C  1.491  -1.262  0.036
C  0.125  -0.556  -0.124
H  -2.266  -1.966  -0.238
H  -3.050  -0.513  -0.249
H  -1.720  1.914  0.409
H  1.848  -2.134  -0.596
H  1.767  -1.480  1.139
N  -2.275  -1.028  0.143
N  -1.089  1.141  -0.164
N  0.188  1.724  0.089
O  2.204  0.052  -0.070

## Properties
- HOMO-LUMO gap: 9.1817 eV

=====

Record 4
DFT (ωB97M-V/def2-TZVPD) results for a structure of composition C6H6O at a distorted geometry.

Positions of all 13 atoms, in Å:
O  -0.042  -0.689  1.835
C  0.643  -0.555  0.672
C  -1.260  -1.115  -0.954
C  -1.279  0.205  -0.990
C  -0.594  1.278  -0.683
C  0.692  0.739  -0.004
C  1.936  0.915  0.326
H  -0.491  0.154  1.998
H  1.137  -1.492  0.430
H  -1.891  -1.698  -0.292
H  -0.769  -1.660  -1.757
H  -0.829  2.321  -0.905
H  2.812  1.577  0.355

## Properties
- HOMO-LUMO gap (spin up / spin down): 8.6613 / 8.6605 eV

=====

Table of energy relative to the best compared isomer or geometry (same formula, charge and spin) (eV), in record order: 0.000, 5.349, 5.253, 6.242
Table of DFT total energy (Eh), in record order: -3524.76601, -701.88092, -394.77450, -307.23404